Computed, not measured: a 2-piece molecular cluster, C2H4Cl4 overall in a non-equilibrium geometry, with ωB97M-V with the def2-TZVPD basis set.

Each line ends with the Mulliken spin population.
Geometry (Å):
C  0.479  -0.174  1.846  0.233
Cl  -0.594  -0.603  3.107  0.040
Cl  1.048  -1.640  1.058  0.080
H  -0.032  0.472  1.132  -0.028
H  1.328  0.392  2.229  0.014
C  -0.379  0.210  -1.942  0.873
Cl  -1.912  0.379  -0.977  0.198
Cl  0.550  1.725  -1.880  0.229
H  0.188  -0.666  -1.628  0.180
H  -0.678  -0.094  -2.945  -0.819

Results
- total charge = -1
- HOMO (alpha / beta) (eV) = 0.80 / -7.12
- spin multiplicity = 2

---

Computed, not measured: C2H4Cl4O as an isolated structure in a non-equilibrium geometry, with ωB97M-V with the def2-TZVPD basis set.

Each line ends with the natural charge from an NBO analysis.
Geometry (Å):
Cl  0.181  3.843  0.345  -0.031
Cl  0.123  -0.517  0.332  0.065
Cl  -1.875  1.382  1.108  0.011
Cl  -0.646  1.306  -1.550  0.057
C  0.609  2.148  0.722  -0.424
C  -0.399  1.123  0.152  -0.164
H  1.613  1.942  0.304  0.237
H  0.697  2.148  1.826  0.249
O  0.110  -4.175  -0.889  -0.942
H  -0.721  -4.609  -0.591  0.471
H  0.309  -4.591  -1.759  0.472

Results
- total charge = 0
- HOMO (eV) = -10.84

---

Computed, not measured: one molecule with the formula C2H4ClFN2 in a non-equilibrium geometry, with ωB97M-V with the def2-TZVPD basis set.

Each line ends with the natural charge from an NBO analysis.
Geometry (Å):
N  0.872  -1.415  -0.252  -0.669
N  1.324  -0.211  0.317  -0.178
C  0.461  0.700  0.441  -0.037
C  -1.000  0.506  0.173  0.155
F  -0.967  0.309  -1.201  -0.356
Cl  -1.851  2.047  0.537  -0.050
H  1.675  -1.911  -0.623  0.369
H  0.185  -1.332  -0.978  0.363
H  0.805  1.578  0.955  0.205
H  -1.504  -0.271  0.630  0.199

Results
- SMILES string = N/N=C\[C@H](F)Cl
- total charge = 0
- HOMO (eV) = -9.65

---

Number 1: molar mass 169.866 g/mol. Number 2: molar mass 185.865 g/mol. Number 3: molar mass 110.519 g/mol.